Entry from the Open Molecules 2025 dataset: a molecular structure, C6H11NO at a distorted geometry (the ωB97M-V functional and the def2-TZVPD basis).

The geometry in ORCA input format:
```
! RIJCOSX wB97M-V def2-TZVPD def2/J DEFGRID3
* xyz 0 1
C -0.798 0.521 0.543
C -1.612 0.821 -0.668
C 1.326 0.102 -1.046
C 0.733 0.077 0.338
N -0.021 -2.268 0.089
C 0.770 1.362 1.131
C 0.144 -1.130 0.840
O 1.122 2.447 0.622
H -1.332 0.414 1.475
H 0.384 -2.326 -0.833
H -0.514 -3.051 0.491
H 0.770 1.204 2.224
H 0.065 -1.276 1.912
H -1.064 1.459 -1.367
H -2.513 1.367 -0.377
H -1.940 -0.076 -1.207
H 1.596 1.130 -1.293
H 2.230 -0.513 -1.048
H 0.652 -0.263 -1.826
*
```

Summary:
Highest occupied orbital energy ... -7.255 eV
E_tot ... -365.09317 Eh
LUMO ... 0.6 eV
ΔE to the lowest compared entry with this formula, charge and spin ... 3.763 eV
Molar mass ... 113.2 g mol⁻¹



Entry from the Open Molecules 2025 dataset: a molecular structure, C19H23Cl5NPPt at a distorted geometry (the ωB97M-V functional and the def2-TZVPD basis).

The geometry in ORCA input format:
```
! RIJCOSX wB97M-V def2-TZVPD def2/J DEFGRID3
* xyz 0 3
C -2.198 0.680 -3.589
C -1.855 -0.586 -3.107
C -1.310 -0.756 -1.801
C -1.217 0.393 -0.950
C -1.291 1.665 -1.579
C -1.840 1.806 -2.854
C -1.089 -2.146 -1.287
C 0.164 -3.047 -1.685
N 1.504 -2.549 -1.615
Pt -1.360 0.519 1.104
C -0.723 2.903 -0.964
P 0.798 2.337 -0.136
H -2.084 -1.472 -3.721
H -1.980 2.829 -3.239
H -2.740 0.816 -4.532
H -1.382 3.456 -0.276
H -0.374 3.602 -1.742
H -1.064 -2.065 -0.193
H -1.966 -2.772 -1.574
H 0.121 -3.910 -0.994
C 1.335 3.929 0.534
C 1.901 2.128 -1.564
H 0.062 -3.439 -2.715
C 1.940 -1.560 -2.567
C 2.208 -2.636 -0.355
H 0.127 1.181 1.563
H 2.516 -2.086 -3.370
H 1.069 -1.035 -3.008
H 2.623 -0.845 -2.060
H 3.015 -3.389 -0.451
H 2.681 -1.674 -0.112
H 1.527 -2.937 0.464
H 2.101 3.141 -1.923
H 2.840 1.666 -1.241
H 1.425 1.549 -2.366
H 1.426 4.576 -0.335
H 0.576 4.304 1.233
H 2.312 3.786 1.011
H 0.360 0.491 1.112
Cl -1.841 -2.614 2.059
C -1.439 -1.511 3.305
C -1.038 -0.190 3.020
C -0.470 0.577 4.058
Cl 0.512 1.994 3.776
C -0.517 0.155 5.408
Cl 0.257 1.049 6.647
C -1.086 -1.104 5.687
Cl -1.297 -1.576 7.305
C -1.451 -1.993 4.632
Cl -1.787 -3.639 4.990
*
```

Summary:
Highest occupied orbital energy (spin up / spin down) ... -7.027 / -7.662 eV
E_tot ... -3553.93049 Eh
LUMO (spin up / spin down) ... -0.1 / -2.0 eV
⟨S²⟩ ... 2.01
ΔE to the lowest compared entry with this formula, charge and spin ... 1.552 eV
Molar mass ... 668.7 g mol⁻¹



Entry from the Open Molecules 2025 dataset: a gas-phase ion, C28H30NO (charge +1) at a distorted geometry (the ωB97M-V functional and the def2-TZVPD basis).

The geometry in ORCA input format:
```
! RIJCOSX wB97M-V def2-TZVPD def2/J DEFGRID3
* xyz 1 1
C -5.633 1.308 -2.709
O -4.798 0.186 -2.309
C -3.545 0.353 -1.792
C -2.722 -0.792 -1.800
C -1.384 -0.698 -1.510
C -0.828 0.508 -1.048
C 0.678 0.495 -0.702
C 1.392 1.859 -0.863
C 2.627 2.135 -0.230
C 3.229 3.398 -0.348
C 2.625 4.420 -1.090
C 3.356 5.725 -1.274
C 1.426 4.143 -1.750
C 0.859 2.867 -1.684
C 0.981 -0.154 0.607
C 0.368 0.641 1.815
C -0.559 -0.298 2.507
C -1.388 0.003 3.567
C -2.142 -1.026 4.157
C -1.965 -2.348 3.736
C -1.053 -2.643 2.725
C -0.400 -1.616 2.026
C 0.534 -1.639 0.919
N 1.138 -2.754 0.511
C 0.629 -4.079 0.856
C 1.508 -5.096 0.136
C 2.762 -4.333 -0.268
C 2.485 -2.831 -0.083
C -1.682 1.613 -0.893
C -2.992 1.575 -1.355
H -6.479 0.829 -3.197
H -5.960 1.873 -1.829
H -5.120 1.970 -3.415
H -3.191 -1.735 -2.072
H -0.759 -1.593 -1.642
H 1.105 -0.127 -1.527
H 3.164 1.383 0.353
H 4.181 3.616 0.140
H 2.686 6.552 -1.534
H 3.916 6.000 -0.374
H 4.094 5.643 -2.085
H 0.929 4.930 -2.323
H -0.032 2.670 -2.286
H 2.076 -0.133 0.760
H 1.156 0.948 2.522
H -0.116 1.574 1.528
H -1.449 1.022 3.944
H -2.868 -0.806 4.940
H -2.494 -3.166 4.222
H -0.861 -3.690 2.540
H -0.435 -4.207 0.607
H 0.776 -4.251 1.939
H 0.970 -5.492 -0.722
H 1.729 -5.925 0.815
H 3.600 -4.626 0.370
H 3.030 -4.546 -1.302
H 3.220 -2.377 0.613
H 2.536 -2.278 -1.039
H -1.305 2.539 -0.455
H -3.603 2.480 -1.346
*
```

Summary:
Highest occupied orbital energy ... -10.665 eV
E_tot ... -1214.71608 Eh
LUMO ... -4.0 eV
ΔE to the lowest compared entry with this formula, charge and spin ... 0.000 eV
Molar mass ... 396.6 g mol⁻¹



Entry from the Open Molecules 2025 dataset: C19H13N3 in the gas phase at a distorted geometry (the ωB97M-V functional and the def2-TZVPD basis).

The geometry in ORCA input format:
```
! RIJCOSX wB97M-V def2-TZVPD def2/J DEFGRID3
* xyz 0 1
C -3.820 0.991 -4.650
C -2.518 1.307 -4.655
C -1.712 0.839 -3.570
C -2.197 -0.121 -2.597
C -3.495 -0.627 -2.677
C -4.287 -0.038 -3.694
N -3.754 -1.698 -1.860
C -2.570 -1.739 -1.061
C -1.592 -0.773 -1.590
C -0.270 -0.624 -1.144
N 0.872 -0.907 -1.854
C 2.147 -0.693 -1.353
C 2.262 -0.189 -0.041
C 1.170 0.154 0.691
C -0.131 -0.045 0.127
N -0.938 0.369 1.137
C -0.281 0.734 2.322
C -0.812 1.322 3.498
C 0.183 1.923 4.360
C 1.551 1.833 4.041
C 1.997 1.248 2.829
C 1.087 0.672 2.010
H -4.469 1.295 -5.411
H -2.050 1.924 -5.400
H -0.681 1.021 -3.756
H -5.251 -0.432 -3.870
H -2.836 -1.552 -0.011
H -2.168 -2.687 -1.252
H 3.042 -0.743 -1.996
H 3.255 -0.016 0.408
H -1.960 0.544 0.969
H -1.904 1.384 3.652
H -0.100 2.395 5.382
H 2.204 2.375 4.728
H 3.013 1.234 2.676
*
```

Summary:
Highest occupied orbital energy ... -7.640 eV
E_tot ... -895.99393 Eh
LUMO ... -1.0 eV
ΔE to the lowest compared entry with this formula, charge and spin ... 2.122 eV
Molar mass ... 283.3 g mol⁻¹